16 unconnected molecules or ions with the total composition C78H195N7O32 in a non-equilibrium geometry, computed with ωB97M-V/def2-TZVPD.

## Properties
- total energy (Eh) = -5879.0271
- total charge = 0

```
312
Properties=species:S:1:pos:R:3:forces:R:3:lowdin_charge:R:1
C 0.132 0.908 -4.889 1.7 0.8 -1.5 -0.09
O -0.872 0.372 -5.781 1.3 0.1 1.5 -0.16
C -1.480 -0.707 -5.089 -2.4 0.8 -0.1 -0.24
C -0.781 -1.995 -5.076 2.3 -0.5 0.4 -0.16
O 0.187 -1.985 -3.953 -1.0 -1.2 -1.9 -0.21
C 1.097 -3.067 -4.167 -0.5 0.3 2.1 -0.11
H -0.298 1.244 -3.978 -0.7 0.0 1.1 0.06
H 0.628 1.843 -5.298 -0.7 -1.2 -0.2 0.10
H 0.958 0.188 -4.666 -0.8 0.4 -0.2 0.09
H -2.449 -0.817 -5.567 -0.1 -0.2 -0.3 0.12
H -1.784 -0.440 -4.054 0.5 0.2 -0.4 0.11
H -0.164 -2.085 -5.986 -0.3 0.1 0.0 0.13
H -1.435 -2.887 -5.057 0.1 0.5 0.4 0.12
H 1.784 -2.921 -4.971 0.4 0.4 -0.9 0.08
H 0.617 -4.054 -4.275 -0.1 0.3 -0.1 0.09
H 1.640 -3.055 -3.226 0.4 -0.5 -0.2 0.06
C -2.610 -1.570 3.112 -0.4 -0.6 1.4 -0.11
O -1.516 -1.169 3.882 0.1 0.7 0.5 -0.19
C -1.915 -0.497 5.097 -0.4 -0.8 -1.7 -0.18
C -0.669 -0.117 5.800 0.3 -0.6 0.9 -0.22
O 0.010 -1.295 6.227 -0.3 0.6 0.7 -0.18
C 1.076 -1.027 7.119 0.7 0.7 -0.8 -0.11
H -3.177 -2.376 3.684 0.2 0.9 -0.9 0.12
H -2.202 -1.961 2.205 0.1 -0.4 -0.6 0.04
H -3.239 -0.711 2.871 -0.3 -0.1 0.0 0.06
H -2.628 -1.209 5.610 0.8 0.9 0.1 0.15
H -2.409 0.469 4.866 -0.2 -0.5 -0.1 0.11
H -1.014 0.498 6.628 0.2 0.1 0.7 0.13
H -0.018 0.517 5.193 -0.1 -0.2 -0.3 0.11
H 1.838 -0.394 6.579 -0.3 -0.8 0.4 0.09
H 1.466 -2.006 7.414 0.2 0.3 -0.1 0.09
H 0.831 -0.440 8.023 -0.5 -0.3 -0.2 0.09
C 7.921 3.232 -1.285 1.6 -2.0 0.5 -0.11
O 6.866 2.304 -1.197 -0.8 -0.1 -0.2 -0.19
C 7.000 1.425 -0.099 0.2 0.5 -0.1 -0.21
C 6.008 0.300 -0.042 0.0 -0.4 -0.7 -0.16
O 6.394 -0.827 -0.852 0.1 0.0 0.5 -0.17
C 7.418 -1.597 -0.227 -1.6 -0.3 0.7 -0.09
H 8.702 2.733 -1.872 0.2 0.3 -0.1 0.10
H 8.374 3.492 -0.328 -0.3 -0.1 0.3 0.09
H 7.659 4.138 -1.731 -0.9 1.2 -0.9 0.07
H 6.838 2.038 0.768 0.1 0.3 0.7 0.08
H 8.014 1.008 -0.049 0.1 0.1 0.0 0.13
H 5.021 0.622 -0.388 0.1 0.0 -0.1 0.13
H 5.906 0.006 1.011 0.0 -0.2 0.0 0.11
H 8.364 -1.136 -0.244 1.3 0.8 -0.1 0.07
H 7.514 -2.565 -0.685 -0.2 -0.3 -0.7 0.08
H 7.151 -1.816 0.820 0.1 0.2 -0.1 0.07
C 6.842 -6.196 -3.686 1.1 0.2 -0.7 -0.13
O 6.232 -5.156 -2.986 -0.8 0.5 -0.3 -0.19
C 5.424 -4.388 -3.879 -0.4 0.5 0.6 -0.20
C 4.860 -3.221 -3.099 0.5 -0.2 -0.7 -0.20
O 3.854 -3.742 -2.279 0.7 -0.1 -0.9 -0.17
C 3.351 -2.801 -1.428 -1.1 1.0 0.7 -0.16
H 6.112 -6.936 -4.062 0.3 0.3 -0.1 0.10
H 7.576 -6.691 -3.045 -0.3 0.0 0.1 0.08
H 7.444 -5.704 -4.496 -0.5 -0.9 0.1 0.10
H 4.604 -4.979 -4.320 0.2 -0.1 0.2 0.14
H 5.987 -3.938 -4.685 0.7 -0.2 -0.4 0.12
H 4.467 -2.418 -3.787 0.2 -0.7 0.6 0.15
H 5.703 -2.807 -2.517 -0.4 0.1 0.0 0.12
H 3.995 -2.508 -0.626 1.1 0.2 0.4 0.07
H 2.568 -3.337 -0.950 -1.3 0.0 0.6 0.07
H 2.983 -1.857 -1.889 0.1 -0.6 -0.1 0.11
C -4.200 1.491 -7.148 -0.6 -0.3 -0.1 -0.12
O -4.185 1.128 -5.796 0.2 0.8 1.0 -0.19
C -3.760 2.268 -5.050 0.1 0.3 0.4 -0.20
C -3.957 2.140 -3.546 0.6 -1.0 -0.2 -0.21
O -5.325 2.127 -3.287 -1.4 -0.1 1.1 -0.17
C -5.681 1.779 -1.927 0.0 0.4 -1.2 -0.07
H -4.591 0.625 -7.687 0.0 0.3 -0.2 0.09
H -3.201 1.712 -7.495 0.5 0.1 -0.3 0.08
H -4.829 2.390 -7.288 0.0 -0.4 -0.2 0.09
H -4.310 3.171 -5.392 -0.1 -0.4 0.2 0.13
H -2.705 2.515 -5.247 0.1 -0.4 0.0 0.12
H -3.446 2.981 -3.075 0.0 0.3 0.1 0.11
H -3.511 1.228 -3.099 0.1 0.2 -0.5 0.11
H -5.247 0.822 -1.632 -0.1 -0.1 -0.1 0.06
H -6.779 1.774 -1.865 0.4 -0.2 -0.2 0.10
H -5.335 2.527 -1.228 0.3 0.4 0.3 0.06
C 0.164 -4.135 1.293 1.0 -0.2 1.1 -0.14
O -0.592 -4.741 0.329 -1.0 -0.3 -0.7 -0.16
C -1.953 -4.565 0.680 -0.1 0.1 -0.6 -0.19
C -2.799 -5.172 -0.420 -0.1 0.4 -0.7 -0.16
O -2.684 -4.354 -1.609 0.0 -1.1 0.3 -0.20
C -1.494 -4.639 -2.357 0.2 0.6 -0.3 -0.09
H 1.183 -3.977 0.978 0.4 -0.6 -0.2 0.06
H 0.095 -4.730 2.214 0.4 0.3 0.2 0.11
H -0.158 -3.140 1.480 -0.7 1.1 0.5 0.05
H -2.170 -3.485 0.744 0.0 -0.1 -0.3 0.10
H -2.168 -4.911 1.694 0.0 -0.6 0.0 0.13
H -3.851 -5.210 -0.142 -0.2 0.4 0.1 0.11
H -2.565 -6.211 -0.690 0.4 0.2 0.3 0.13
H -1.135 -5.672 -2.251 -0.1 0.2 0.4 0.10
H -0.706 -3.914 -2.071 -0.3 -0.6 -0.2 0.08
H -1.706 -4.525 -3.423 -0.3 0.3 0.1 0.07
C 5.875 -1.899 3.473 0.6 1.1 -0.3 -0.06
O 6.044 -0.462 3.461 -1.3 -1.4 0.0 -0.21
C 7.296 -0.090 3.892 1.3 0.5 0.8 -0.24
C 7.548 1.346 3.501 0.7 -0.2 0.1 -0.22
O 6.985 2.240 4.419 -0.7 0.8 -0.4 -0.17
C 7.176 3.580 3.936 0.2 -1.1 -0.8 -0.08
H 5.834 -2.320 4.481 0.6 0.1 0.0 0.11
H 6.654 -2.304 2.808 -0.1 -0.4 0.6 0.08
H 4.926 -2.128 3.042 -0.7 0.1 -0.5 0.04
H 8.070 -0.724 3.443 0.1 0.0 -0.2 0.12
H 7.441 -0.187 4.986 -0.3 -0.1 -0.2 0.14
H 7.110 1.470 2.502 0.3 0.2 0.2 0.09
H 8.640 1.555 3.500 -0.3 -0.3 -0.4 0.14
H 8.188 3.895 4.179 0.4 0.1 -0.4 0.09
H 6.542 4.221 4.482 -1.0 0.7 0.6 0.07
H 6.937 3.669 2.835 0.4 0.0 1.1 0.08
C -7.173 -6.723 1.329 0.5 -2.0 0.7 -0.15
O -7.516 -5.640 2.116 0.7 1.7 -0.3 -0.17
C -6.682 -4.576 1.660 0.7 0.6 -0.4 -0.21
C -6.984 -3.231 2.298 -0.3 -0.2 1.7 -0.18
O -6.612 -3.209 3.687 -0.2 -0.2 0.3 -0.20
C -7.573 -3.712 4.616 -0.3 -0.1 0.1 -0.11
H -6.147 -7.149 1.581 -0.9 0.7 -0.3 0.11
H -7.215 -6.484 0.268 -0.1 -0.1 -0.2 0.09
H -7.884 -7.497 1.614 -0.1 -0.2 -0.4 0.09
H -6.800 -4.422 0.566 -0.2 -0.3 0.2 0.11
H -5.599 -4.894 1.788 -1.0 0.6 0.2 0.14
H -8.023 -2.910 2.210 -0.5 -0.6 -0.1 0.13
H -6.493 -2.370 1.859 0.7 -0.3 -0.4 0.10
H -8.504 -3.128 4.598 -0.1 -0.3 -0.6 0.08
H -7.246 -3.543 5.640 0.7 0.1 -0.1 0.08
H -7.768 -4.801 4.541 0.0 0.6 -0.4 0.09
C -3.067 0.642 0.240 -0.7 0.4 0.1 -0.14
O -2.589 0.390 -1.051 0.5 -0.8 0.3 -0.19
C -1.873 -0.850 -1.105 -1.0 -0.3 -1.2 -0.17
C -0.621 -0.944 -0.297 1.0 -1.5 -1.1 -0.21
O 0.399 -0.076 -0.722 0.6 -0.2 -0.2 -0.15
C 1.439 -0.074 0.238 -0.5 1.0 1.0 -0.11
H -2.270 0.799 0.966 0.2 -0.1 0.1 0.08
H -3.725 -0.190 0.598 0.3 0.6 -0.2 0.09
H -3.623 1.590 0.160 0.0 -0.4 0.3 0.08
H -1.720 -0.983 -2.191 0.5 -0.2 0.6 0.11
H -2.524 -1.716 -0.801 0.2 0.7 0.0 0.12
H -0.244 -2.022 -0.400 -0.5 1.1 0.1 0.14
H -0.800 -0.762 0.736 -0.4 0.1 1.2 0.09
H 1.053 0.465 1.144 0.6 -0.3 -0.5 0.09
H 2.326 0.412 -0.141 0.0 0.6 -0.4 0.07
H 1.807 -1.036 0.584 -0.4 -0.7 -0.2 0.07
C 8.508 -7.834 5.283 -0.4 -1.4 -1.3 -0.09
O 8.126 -7.622 3.910 -0.4 -0.2 0.9 -0.20
C 9.165 -7.335 2.992 -0.4 -0.9 1.0 -0.24
C 8.607 -7.129 1.636 -0.1 -0.4 -1.6 -0.25
N 7.695 -6.027 1.610 -0.8 1.1 -0.1 -0.05
C 6.873 -5.928 0.412 0.7 -0.9 -1.0 -0.21
C 5.761 -4.924 0.530 1.1 0.3 -0.1 -0.22
O 4.976 -5.224 1.657 0.7 -0.4 0.3 -0.16
C 3.827 -4.445 1.688 0.2 0.4 0.3 -0.13
H 7.635 -8.262 5.783 0.1 0.1 -0.1 0.09
H 8.767 -6.940 5.770 0.4 1.5 0.6 0.06
H 9.347 -8.544 5.421 -0.2 0.2 -0.4 0.09
H 9.796 -8.222 2.962 0.7 0.2 0.0 0.12
H 9.665 -6.425 3.305 0.5 0.1 0.1 0.13
H 8.124 -8.027 1.177 0.3 0.1 0.6 0.13
H 9.493 -6.938 0.996 -0.4 0.2 0.1 0.13
H 7.035 -6.111 2.368 0.1 -0.1 0.5 0.10
H 6.403 -6.878 0.159 -0.1 -0.6 0.1 0.12
H 7.537 -5.720 -0.461 -0.6 0.3 0.5 0.13
H 5.107 -4.935 -0.336 0.2 0.1 -0.5 0.11
H 6.315 -3.969 0.598 -0.9 0.2 0.3 0.11
H 3.401 -4.574 2.674 -0.5 -0.2 0.1 0.09
H 3.135 -4.707 0.881 0.0 0.0 0.1 0.08
H 4.112 -3.392 1.620 -0.2 0.2 -0.3 0.06
C -2.377 5.987 -3.918 -1.4 1.1 1.6 -0.06
O -3.461 5.642 -3.014 0.8 -1.1 -0.5 -0.24
C -4.712 6.274 -3.184 0.5 1.5 -0.2 -0.22
C -5.561 5.899 -1.967 0.6 -0.3 -1.2 -0.22
N -4.916 6.366 -0.778 -0.5 0.1 1.1 -0.04
C -5.569 5.866 0.434 1.9 -1.2 0.2 -0.19
C -4.710 6.231 1.631 0.0 0.3 -0.5 -0.22
O -3.385 5.844 1.370 0.3 -0.4 -0.1 -0.22
C -2.375 6.694 1.853 -0.6 1.0 0.4 -0.10
H -2.722 6.108 -4.917 -0.5 0.1 -1.0 0.07
H -1.600 5.249 -3.917 0.2 -0.6 0.4 0.07
H -2.005 6.944 -3.545 0.4 0.0 -0.3 0.09
H -5.183 6.017 -4.148 0.0 -0.3 0.3 0.12
H -4.542 7.392 -3.216 -0.3 -0.8 0.2 0.13
H -5.636 4.796 -1.987 -0.3 0.1 0.0 0.11
H -6.540 6.351 -2.071 -0.3 0.0 0.0 0.12
H -3.993 5.956 -0.731 0.3 0.2 -0.2 0.09
H -5.609 4.757 0.413 -0.3 0.2 -0.1 0.10
H -6.538 6.243 0.613 -1.3 0.5 -0.2 0.11
H -5.046 5.815 2.556 -0.5 -0.8 0.6 0.12
H -4.803 7.288 1.774 0.3 1.0 -0.1 0.11
H -2.275 6.667 2.961 0.3 -0.5 -0.5 0.09
H -2.660 7.745 1.671 0.2 -0.2 -0.3 0.09
H -1.468 6.478 1.287 0.1 -0.1 0.4 0.09
C 1.906 -2.059 3.608 -0.2 -0.3 -0.7 -0.12
O 1.795 -0.682 3.843 1.4 1.5 -0.8 -0.19
C 2.992 0.109 3.489 -1.2 -0.3 0.0 -0.16
C 2.814 1.528 3.969 1.0 -1.1 0.6 -0.24
N 1.756 2.201 3.319 -1.6 0.9 -0.3 -0.06
C 1.158 3.261 4.188 -0.1 -0.7 -0.4 -0.16
C -0.217 3.694 3.672 -0.2 -0.2 -0.4 -0.21
O -1.029 2.552 3.349 -0.2 0.5 0.2 -0.21
C -2.371 2.872 2.880 1.3 0.5 0.4 -0.06
H 2.514 -2.601 4.354 -0.1 0.3 -0.1 0.10
H 2.308 -2.283 2.595 0.0 0.2 0.4 0.07
H 0.879 -2.435 3.624 0.1 -0.1 0.2 0.08
H 3.240 0.197 2.414 -0.6 -0.7 -0.1 0.12
H 3.844 -0.341 3.944 0.6 -0.2 0.5 0.09
H 3.770 2.019 3.793 0.2 0.2 0.1 0.12
H 2.663 1.475 5.043 0.0 0.1 0.6 0.11
H 1.016 1.510 3.106 0.3 0.7 0.3 0.10
H 1.793 4.192 4.317 -0.4 -1.2 -0.4 0.14
H 1.025 2.793 5.194 0.0 0.5 -0.3 0.11
H -0.202 4.352 2.792 0.4 -0.1 0.0 0.11
H -0.617 4.295 4.485 -0.6 0.0 0.2 0.11
H -2.366 3.375 1.907 0.2 -0.1 0.0 0.08
H -2.858 3.558 3.577 -0.2 -0.2 0.1 0.09
H -2.896 1.934 2.800 -0.2 -0.2 0.2 0.05
C -5.946 1.867 2.192 0.9 0.8 1.2 -0.05
O -5.448 2.197 3.520 -0.4 0.7 -1.3 -0.21
C -5.437 1.092 4.380 -0.7 -0.9 -0.1 -0.22
C -6.775 0.272 4.469 1.3 0.3 1.1 -0.20
N -7.809 1.080 5.123 -0.6 -0.5 -0.4 -0.03
C -9.099 0.376 5.184 0.2 -0.3 0.1 -0.23
C -10.220 1.112 5.815 1.2 1.5 1.0 -0.25
O -10.585 2.195 4.970 0.5 -0.2 0.3 -0.17
C -11.700 2.863 5.453 -0.5 0.7 0.7 -0.14
H -6.984 1.602 2.342 -0.4 0.0 -0.8 0.07
H -5.361 1.028 1.874 0.0 -0.8 -0.6 0.06
H -5.763 2.701 1.466 -0.4 -0.5 1.0 0.09
H -5.299 1.522 5.358 0.2 0.1 0.5 0.12
H -4.570 0.411 4.179 -0.7 0.3 -0.1 0.10
H -6.499 -0.493 5.216 -0.3 -0.3 -0.7 0.12
H -7.079 -0.178 3.506 0.1 0.0 0.4 0.11
H -7.940 1.901 4.558 -0.2 0.6 -0.1 0.10
H -9.021 -0.546 5.764 0.5 -0.1 -0.1 0.12
H -9.534 0.132 4.231 0.3 -0.5 -1.1 0.11
H -9.862 1.441 6.825 -0.5 0.2 -0.5 0.14
H -11.051 0.454 5.950 -0.8 -0.6 0.1 0.11
H -12.095 3.542 4.721 0.4 0.7 -0.5 0.08
H -11.566 3.402 6.422 0.3 -0.3 -0.6 0.10
H -12.523 2.193 5.568 -0.7 -0.9 0.5 0.07
C -1.073 3.730 -1.162 1.2 0.4 1.9 -0.03
O -0.005 4.385 -0.376 -1.1 -0.1 -0.2 -0.20
C 1.007 3.514 0.086 -0.7 -0.3 0.0 -0.24
C 2.261 4.290 0.457 -1.2 -1.1 0.9 -0.19
N 3.238 3.287 0.841 -0.1 0.9 -1.3 -0.06
C 4.416 3.887 1.348 1.5 0.2 0.1 -0.22
C 5.114 4.756 0.231 0.1 -0.7 1.1 -0.18
O 6.477 4.998 0.609 0.2 1.0 0.2 -0.24
C 6.856 6.396 0.684 -1.9 -0.2 -0.6 -0.08
H -0.569 3.373 -2.067 -0.8 0.0 -0.1 0.09
H -1.891 4.452 -1.240 0.5 0.2 -0.7 0.07
H -1.525 2.925 -0.563 0.4 -0.3 -0.3 0.07
H 1.162 2.728 -0.655 0.6 0.1 -0.4 0.10
H 0.718 2.923 0.983 -0.3 0.5 -0.2 0.11
H 1.997 4.975 1.295 0.1 -0.1 -0.2 0.13
H 2.628 4.898 -0.342 0.2 0.3 -0.7 0.10
H 2.839 2.598 1.445 -0.3 -0.1 0.7 0.06
H 5.076 3.055 1.628 0.3 0.3 -0.2 0.10
H 4.300 4.475 2.286 -0.2 0.1 -0.3 0.12
H 4.597 5.718 0.103 0.1 -0.3 -0.1 0.11
H 5.090 4.134 -0.682 0.0 0.5 0.2 0.11
H 6.676 6.922 -0.267 0.4 -0.4 -0.2 0.09
H 7.885 6.505 0.974 0.4 -0.3 0.2 0.08
H 6.187 6.967 1.355 0.4 -0.5 0.3 0.09
C -8.538 -0.087 0.063 -0.3 -0.8 -0.4 -0.12
O -7.205 -0.457 0.044 1.2 0.0 -0.2 -0.21
C -6.917 -1.267 -1.077 -0.9 -0.3 0.7 -0.22
C -5.576 -1.924 -0.942 -0.6 -0.5 0.3 -0.22
N -5.361 -2.643 -2.146 -0.2 -1.7 0.0 -0.04
C -4.928 -1.834 -3.215 1.3 1.0 -1.6 -0.20
C -5.183 -2.499 -4.555 -0.2 1.9 -0.8 -0.23
O -4.225 -3.447 -4.861 1.0 -1.2 0.5 -0.19
C -4.610 -4.376 -5.829 -0.3 0.0 -1.9 -0.12
H -9.152 -0.978 0.231 -0.3 0.1 0.6 0.09
H -8.912 0.298 -0.874 0.2 0.4 -0.7 0.09
H -8.595 0.680 0.787 -0.7 0.6 1.0 0.07
H -6.951 -0.644 -1.972 -0.2 -0.2 -0.2 0.11
H -7.695 -2.048 -1.126 0.2 0.1 -0.3 0.13
H -5.546 -2.608 -0.097 -0.1 0.1 0.1 0.11
H -4.853 -1.162 -0.786 1.0 0.8 0.3 0.07
H -4.789 -3.498 -2.068 -0.2 0.9 0.1 0.12
H -3.840 -1.603 -3.149 -0.2 -0.2 -0.1 0.12
H -5.350 -0.796 -3.250 -0.2 -1.0 0.2 0.13
H -5.191 -1.713 -5.332 0.2 0.0 0.0 0.12
H -6.164 -2.931 -4.619 -0.7 -0.4 0.4 0.11
H -4.096 -5.340 -5.703 0.0 0.4 0.2 0.08
H -4.356 -4.011 -6.892 -0.4 -0.3 1.3 0.11
H -5.706 -4.575 -5.813 0.6 0.1 0.1 0.09
C 2.758 2.891 -8.966 1.3 -0.3 0.6 -0.09
O 3.777 3.721 -8.391 -0.7 -0.8 -0.2 -0.21
C 5.007 3.041 -8.328 1.2 1.3 0.2 -0.24
C 5.949 3.965 -7.477 -0.1 -1.2 -0.2 -0.18
N 5.497 4.076 -6.077 1.0 1.1 -1.1 -0.06
C 5.954 3.015 -5.229 -0.6 -0.7 0.8 -0.22
C 5.093 2.926 -3.949 0.3 0.7 -0.6 -0.22
O 3.761 2.565 -4.275 0.2 -0.4 -0.3 -0.19
C 2.913 2.424 -3.146 -0.3 0.2 -0.8 -0.09
H 1.873 3.482 -8.929 -0.8 0.1 -0.1 0.08
H 2.685 1.968 -8.362 -0.3 0.3 -0.1 0.09
H 3.002 2.574 -9.989 0.0 0.3 0.0 0.09
H 5.413 3.027 -9.346 0.2 -0.5 0.0 0.12
H 4.927 2.012 -7.922 -0.1 0.5 -0.1 0.12
H 6.077 4.904 -8.026 -0.6 0.2 0.5 0.11
H 6.981 3.574 -7.522 -0.4 -0.3 0.3 0.11
H 4.503 4.179 -6.067 -0.6 -0.1 0.1 0.09
H 6.990 3.209 -4.887 -0.3 -0.3 -0.3 0.12
H 5.869 2.054 -5.762 0.4 -0.2 0.3 0.11
H 5.113 3.958 -3.545 -0.1 -0.3 0.3 0.13
H 5.510 2.234 -3.217 0.2 0.0 0.0 0.11
H 2.013 2.991 -3.387 0.0 0.5 0.5 0.08
H 3.439 2.739 -2.258 -0.2 0.3 0.5 0.07
H 2.524 1.419 -2.991 0.5 -0.5 -0.1 0.08
```
Forces are in eV/Å.